DFT (wB97M-V/def2-TZVPD) results for the molecule C21H22N2O2S in a non-equilibrium geometry.

```
48
Properties=species:S:1:pos:R:3:forces:R:3
S -1.945989 -1.088133 -6.472861 0.1 -0.3 -0.2
C -2.772588 -0.190819 -5.494058 -1.8 2.3 2.0
N -3.465058 0.540810 -4.795120 1.5 -1.8 -1.8
O 1.368570 -1.315340 7.570961 0.8 0.4 1.0
O 2.860140 -0.009790 6.301438 -0.5 -0.4 1.3
C -0.092454 -1.931275 5.673556 0.5 0.1 -0.8
C 0.099367 -1.950864 1.215957 0.5 0.8 0.1
C 1.052466 0.255068 1.310383 -0.3 -1.7 0.6
C -0.293442 -1.793648 4.275623 1.0 0.4 -0.1
C 1.705715 -0.364478 4.171841 0.3 -0.8 0.3
C 0.045260 -1.799539 -0.188199 -0.7 -0.8 0.9
C 0.927062 0.365886 -0.082250 0.2 1.4 0.3
C 1.011838 -1.310487 6.274032 -1.8 -0.4 -1.2
C 1.865811 -0.532322 5.540814 -0.4 0.2 -1.8
C 0.603073 -0.919672 2.048474 -0.2 0.9 -3.3
C 0.643185 -1.024798 3.496643 0.0 -0.2 1.9
C 0.367874 -0.628486 -0.862198 -0.1 -1.1 -0.1
N -0.200978 0.688423 -2.983775 -0.1 -0.4 -0.7
C 2.443783 -0.369380 7.658521 0.9 -0.1 -0.4
C 0.157273 -0.600705 -2.390991 0.0 0.4 0.3
C 1.460180 1.077260 -4.822014 -0.4 -0.8 0.8
C 0.888583 1.552848 -3.433317 0.5 -0.8 -0.9
C -2.701766 0.573342 -2.438753 0.6 -1.6 -0.5
C -2.096463 2.237011 -3.585166 0.9 1.7 -0.6
C -3.303774 1.346603 -3.616049 -1.6 -0.1 0.7
C -1.410360 1.364677 -2.535848 1.3 0.4 0.9
H -0.751313 -2.601045 6.204656 0.0 0.2 0.3
H -0.224973 -2.870674 1.705736 0.1 0.1 -0.4
H 1.557488 1.028437 1.869100 -0.2 0.3 0.0
H -1.149328 -2.334936 3.810749 0.9 0.7 0.3
H 2.540351 0.105366 3.648255 -0.5 0.1 -0.1
H -0.346358 -2.655542 -0.747325 0.1 0.3 0.1
H 1.215078 1.318118 -0.577014 -0.1 -0.7 0.5
H 3.304441 -0.807005 8.156138 0.0 -0.3 0.0
H 2.172428 0.529074 8.198796 -0.6 0.2 0.0
H 1.075790 -1.001022 -2.864649 -0.4 0.5 0.1
H -0.625075 -1.340911 -2.644779 0.3 0.3 0.2
H 0.668995 1.024112 -5.583150 0.1 0.0 0.3
H 1.878582 0.039346 -4.705294 -0.3 1.0 -0.2
H 2.249592 1.726006 -5.193508 0.1 0.1 0.1
H 1.718895 1.552012 -2.719869 0.0 0.1 0.1
H 0.556395 2.587551 -3.516341 -0.2 -0.1 0.0
H -3.128397 0.735576 -1.480221 -0.8 -0.1 0.7
H -2.589699 -0.493329 -2.669700 -0.2 0.2 0.3
H -2.346277 3.269042 -3.275997 0.3 -0.5 -0.1
H -1.546142 2.273523 -4.517766 0.0 0.1 -0.3
H -4.256659 1.864785 -3.348633 0.6 -0.5 -0.6
H -1.191122 1.879321 -1.586827 -0.2 0.2 -0.1
```
Forces are in eV/Å.

Calculated values
Structure (SMILES) = CCN(Cc1ccc(-c2ccc3c(c2)OCO3)cc1)[C@H]1C[C@@H](N=C=S)C1
Largest force on an atom = 3.5 eV/Å
Relative energy (zero: lowest compared OMol25 entry of this formula, charge and spin) = 76.6 kcal per mole
Highest occupied orbital energy = -7.83 eV
Orbital gap = 8.53 eV
Total energy = -40041.9756 eV
LUMO level = 0.0261 Ha

DFT (wB97M-V/def2-TZVPD) results for the molecule C21H22N2O5 in a non-equilibrium geometry.

```
50
Properties=species:S:1:pos:R:3:forces:R:3
C -1.568751 5.558104 1.831773 -0.2 0.1 0.0
H -1.681308 6.528749 2.312044 0.0 -0.1 -0.1
O -0.259143 5.137034 2.127740 0.3 -0.1 0.1
C 0.166892 3.942020 1.636462 0.1 -0.2 0.0
C -0.596310 3.077285 0.861998 -0.1 0.4 0.1
C -0.061252 1.877435 0.423183 0.3 -0.2 0.0
C 1.240697 1.521483 0.740013 -0.2 0.5 0.0
C 2.014358 2.403636 1.495609 -0.2 0.1 -0.2
C 1.482258 3.588490 1.947469 -0.2 0.1 0.0
H 2.071040 4.272761 2.537233 0.1 0.1 0.1
H 3.037967 2.147652 1.726049 0.1 0.0 0.0
N 1.817156 0.323589 0.269440 0.0 -0.1 -0.2
C 2.607279 -0.494392 1.050159 -0.1 0.1 -0.3
O 3.414881 -1.260528 0.563302 0.0 0.0 0.3
C 2.402891 -0.415727 2.500036 0.9 -0.7 0.7
C 3.199879 -0.935907 3.490688 -0.4 0.3 -0.8
C 2.533713 -0.680806 4.706038 -0.5 0.3 0.0
C 1.378915 -0.038511 4.367590 0.4 -0.3 0.6
O 1.290719 0.126588 3.045152 -0.3 0.0 -0.2
H 0.568851 0.335705 4.962670 -0.2 0.1 0.0
H 2.861980 -0.941573 5.691046 0.0 0.0 0.2
H 4.137112 -1.431416 3.345170 0.2 -0.1 -0.1
C 1.695935 -0.018777 -1.119023 0.4 -0.1 -0.2
N 0.430612 -0.676011 -1.419913 0.3 0.1 0.1
C -0.347959 -0.291436 -2.493755 -0.3 -0.1 0.0
O -0.089059 0.627863 -3.225133 0.0 0.2 -0.2
C -1.518392 -1.247116 -2.582999 0.0 0.0 -0.2
C -1.333536 -2.144235 -3.812217 -0.2 0.1 -0.1
C -2.431072 -3.208625 -3.878377 0.1 0.0 0.0
C -2.738922 -3.811154 -2.497139 0.1 -0.1 0.0
C -1.598103 -3.565448 -1.514581 -0.2 0.1 0.1
H -1.796661 -4.058460 -0.563063 0.1 0.0 0.0
H -0.668104 -3.977474 -1.907726 0.1 0.0 0.0
C -1.456978 -2.057298 -1.285081 0.0 -0.2 0.1
C -0.118106 -1.698582 -0.663902 -0.4 0.0 -0.2
O 0.382471 -2.182012 0.313495 0.1 -0.2 0.2
H -2.239478 -1.735537 -0.589596 0.1 0.0 0.0
H -2.919996 -4.882087 -2.590034 -0.1 0.0 0.0
H -3.646481 -3.360932 -2.089905 -0.1 0.0 0.0
H -3.339427 -2.767779 -4.291470 0.0 0.0 -0.1
H -2.107527 -3.991142 -4.565740 -0.1 0.0 0.0
H -0.353299 -2.621278 -3.756551 0.1 0.0 0.0
H -1.348259 -1.529694 -4.713006 0.1 0.0 0.0
H -2.449997 -0.686463 -2.691520 0.1 0.1 0.0
H 1.736876 0.870871 -1.756404 0.0 -0.2 0.2
H 2.521854 -0.702918 -1.351642 -0.2 0.3 0.0
H -0.677497 1.219756 -0.169030 0.0 -0.1 0.0
H -1.612337 3.319173 0.593479 -0.1 0.1 0.0
H -2.314719 4.866440 2.236482 0.0 0.0 0.0
H -1.721665 5.668686 0.753486 0.0 0.0 0.0
```
Forces are in eV/Å.

Calculated values
Structure (SMILES) = COc1ccc(N(CN2C(=O)[C@H]3CCCC[C@H]3C2=O)C(=O)c2ccco2)cc1
Largest force on an atom = 1.3 eV/Å
Relative energy (zero: lowest compared OMol25 entry of this formula, charge and spin) = 40.0 kcal per mole
Highest occupied orbital energy = -8.13 eV
Orbital gap = 8.79 eV
Total energy = -35352.3740 eV
LUMO level = 0.0241 Ha

DFT (wB97M-V/def2-TZVPD) results for the molecule C21H22N4O6S.

```
54
Properties=species:S:1:pos:R:3:forces:R:3
C -2.885321 -4.569423 -1.302347 0.0 -0.1 0.0
C -2.781708 -3.192506 -0.738084 -0.3 0.1 -0.3
N -2.006695 -2.973394 0.260543 0.5 -0.4 0.4
C -1.881355 -1.719883 0.816197 -0.2 0.1 -0.2
O -1.148990 -1.529404 1.774454 0.0 0.2 0.1
C -2.654183 -0.633514 0.190839 -0.1 0.0 -0.1
C -2.530423 0.680358 0.631807 -0.2 0.0 -0.1
C -3.188109 1.708602 -0.016244 -0.1 -0.1 0.1
C -4.026016 1.398842 -1.089828 0.1 -0.1 0.2
C -4.184018 0.101667 -1.527546 0.0 -0.1 0.0
C -3.475987 -0.924053 -0.904303 0.2 0.5 0.4
N -3.535396 -2.232363 -1.335242 -0.1 -0.2 -0.2
H -4.118274 -2.459314 -2.129913 0.2 0.0 0.2
H -4.829282 -0.121730 -2.364732 -0.1 0.0 -0.1
H -4.551927 2.195077 -1.596593 0.0 0.1 -0.1
C -2.947792 3.147606 0.378185 -0.1 0.1 -0.1
N -1.576387 3.404778 0.786337 -0.1 0.0 0.2
C -0.592250 2.808197 0.040317 0.6 0.1 -0.2
C -0.603391 2.555702 -1.312318 -0.1 0.2 0.2
C 0.544164 1.882969 -1.745594 0.5 -0.2 0.3
C 1.438527 1.609400 -0.743692 -0.7 0.3 0.0
C 2.688465 0.879898 -0.886698 0.2 0.0 -0.2
O 3.109857 0.508214 -1.977743 -0.5 0.0 0.0
N 3.384840 0.647944 0.250337 0.1 0.1 0.2
H 2.927001 0.747103 1.150253 0.1 -0.1 -0.1
C 4.498272 -0.270724 0.195433 -0.1 -0.2 -0.3
C 5.189079 -0.130009 -1.167712 0.6 -0.4 0.1
O 5.490384 -1.047876 -1.881408 0.0 -0.1 0.0
O 5.635752 1.120925 -1.352413 0.1 0.6 0.1
H 6.028556 1.192526 -2.235231 -0.1 -0.2 0.1
H 5.226946 0.040847 0.954861 0.0 -0.1 -0.1
C 4.087635 -1.731724 0.423313 0.2 0.2 0.0
H 3.310188 -1.992061 -0.297228 0.1 0.0 -0.1
H 4.956948 -2.352609 0.202480 -0.1 0.0 0.0
C 3.608240 -2.023061 1.852170 -0.2 0.0 -0.1
C 2.178947 -1.556794 2.068360 0.5 -0.1 0.2
O 1.877521 -0.414285 2.331165 -0.1 0.3 0.2
O 1.312902 -2.532621 1.922083 -0.4 -0.4 0.0
H 0.367773 -2.215344 1.984821 0.3 0.1 -0.1
H 4.259241 -1.521745 2.570490 -0.1 0.0 0.1
H 3.635264 -3.098670 2.024711 0.1 0.1 0.0
S 0.853990 2.197383 0.784899 -0.3 0.1 -0.4
H 0.730812 1.594259 -2.764365 0.1 -0.1 -0.2
H -1.403054 2.849442 -1.967070 -0.2 0.1 -0.1
C -1.311585 3.606477 2.190520 0.0 0.1 0.1
H -0.357734 4.123414 2.296379 0.0 0.1 0.1
H -1.251523 2.668176 2.755040 0.0 0.0 0.1
H -2.094681 4.230621 2.617315 0.0 0.0 0.0
H -3.605150 3.421445 1.207637 0.1 0.1 -0.1
H -3.195686 3.797549 -0.469657 -0.1 -0.1 0.1
H -1.879164 0.855184 1.473850 0.1 0.0 0.1
H -3.917488 -4.915122 -1.276360 -0.1 0.0 0.0
H -2.264502 -5.238617 -0.716261 0.0 0.0 0.0
H -2.543229 -4.577774 -2.336201 0.0 0.0 -0.1
```
Forces are in eV/Å.

Calculated values
Structure (SMILES) = Cc1nc(=O)c2cc(CN(C)c3ccc(C(=O)N[C@@H](CCC(=O)O)C(=O)O)s3)ccc2[nH]1
Largest force on an atom = 0.8 eV/Å
Relative energy (zero: lowest compared OMol25 entry of this formula, charge and spin) = 14.6 kcal per mole
Highest occupied orbital energy = -7.64 eV
Orbital gap = 7.57 eV
Total energy = -51217.3104 eV
LUMO level = -0.0024 Ha

DFT (wB97M-V/def2-TZVPD) results for the molecule C21H22O5 in a non-equilibrium geometry.

```
48
Properties=species:S:1:pos:R:3:forces:R:3
O 1.282837 -0.931879 4.640270 -1.5 -0.9 -1.5
O 2.955281 0.421641 1.164724 0.3 0.0 0.3
O -2.867031 -2.492231 1.744224 0.4 0.5 0.4
O -3.074544 -1.645288 -2.234880 0.1 -0.5 -0.1
O -0.328646 -1.895111 3.346118 -1.4 -0.1 0.2
C 0.772228 -1.151180 3.538145 1.8 1.1 3.0
C 2.374090 0.333056 2.236716 0.2 1.5 -1.4
C -1.850044 -2.063130 1.234869 -1.1 -1.6 1.5
C -2.995143 -1.998276 -0.927842 1.5 0.5 0.8
C 0.350393 -0.827760 -0.126527 1.4 0.0 2.4
C -0.760992 -0.954440 -2.239713 -2.1 -0.7 -0.1
C -1.857276 -1.760120 -0.189077 -2.2 -0.6 -1.2
C -0.735681 -1.197280 -0.816620 1.7 1.0 -1.1
C 1.282651 -0.625279 2.304164 -1.8 -1.1 -1.1
C -1.937132 -1.212175 -2.891668 2.2 1.0 -0.1
C 0.440129 -1.127762 1.326478 1.9 1.6 -1.5
C -1.986879 -1.035664 -4.356016 -1.9 -1.0 -0.4
C -3.071562 -1.515601 -5.026630 1.1 0.4 -0.5
C -3.202156 -1.527198 -6.536930 0.9 -0.7 1.2
C 2.022667 3.899267 -0.130566 0.5 -0.3 0.0
C 2.636641 1.367901 3.342674 -1.0 0.1 0.5
C 1.400398 4.344110 1.190425 -0.7 -0.1 -0.7
C 2.768016 2.802042 2.787397 -1.4 -0.5 -0.7
C 1.351576 3.221996 2.187416 0.7 -0.1 1.3
C 0.059712 -3.563134 1.773371 -0.2 -0.2 -0.1
C -0.474936 -2.118816 1.944957 0.7 -0.4 -0.2
H -3.883237 -2.455829 -0.470977 0.3 0.4 -0.6
H 1.147157 -0.262058 -0.608732 -0.1 -0.3 0.3
H 0.130665 -0.620089 -2.770611 -0.4 -0.1 0.2
H -1.093496 -0.604136 -4.889852 -1.1 -0.5 0.8
H -3.917971 -1.996458 -4.523166 0.5 0.3 0.2
H -3.252114 -2.578137 -6.845632 -0.1 0.2 -0.1
H -2.329207 -1.073271 -7.000451 -0.2 0.1 -0.2
H -4.117157 -1.056270 -6.811954 -0.6 0.5 -0.5
H 3.041478 3.476238 -0.011606 -0.5 0.4 0.0
H 2.068355 4.738810 -0.822104 0.0 -0.1 -0.2
H 1.423399 3.081790 -0.567113 0.1 0.4 0.1
H 1.764685 1.374223 4.046476 1.0 -0.3 -0.3
H 3.548924 1.044065 3.845288 -0.1 0.0 0.3
H 1.901448 5.200674 1.650234 0.0 0.1 -0.3
H 0.342354 4.629555 0.960495 0.8 0.1 0.3
H 3.104171 3.513355 3.552694 -0.1 -0.3 -0.1
H 3.504247 2.758886 1.990329 0.1 0.3 -0.1
H 0.897772 2.337650 1.734265 0.0 0.0 -0.1
H 0.649261 3.562347 2.978280 0.6 -0.5 0.0
H 0.975572 -3.752442 2.348137 0.0 0.6 -0.4
H -0.649075 -4.259568 2.203057 -0.5 0.0 0.0
H 0.188171 -3.807025 0.727467 0.2 -0.1 -0.3
```
Forces are in eV/Å.

Calculated values
Structure (SMILES) = C/C=C/C1=CC2=CC3=C(C(=O)CCCCC)C(=O)O[C@@]3(C)C(=O)C2=CO1
Largest force on an atom = 3.7 eV/Å
Relative energy (zero: lowest compared OMol25 entry of this formula, charge and spin) = 66.3 kcal per mole
Highest occupied orbital energy = -8.11 eV
Orbital gap = 7.12 eV
Total energy = -32369.3116 eV
LUMO level = -0.0365 Ha